No. 1
DFT (ωB97M-V with the def2-TZVPD basis set) results for a structure of composition C32H42AsBrN6NaO6P.

Atoms and positions in Å:
Na  0.23  -0.60  -0.01
O  3.29  1.19  -3.59
C  2.61  0.45  -2.92
N  1.99  0.86  -1.74
C  1.16  1.82  -1.71
O  0.51  2.33  -2.75
C  0.81  2.49  -0.42
C  0.25  3.76  -0.43
C  -0.06  4.36  0.78
C  0.17  3.65  1.95
C  0.71  2.38  1.85
N  1.04  1.81  0.70
C  2.42  -0.99  -3.33
C  3.01  -1.42  -4.51
C  2.72  -2.70  -4.96
C  1.84  -3.48  -4.22
C  1.31  -2.96  -3.05
N  1.61  -1.75  -2.60
H  0.07  4.26  -1.37
H  -0.50  5.35  0.81
H  -0.09  4.06  2.91
H  0.87  1.79  2.75
H  3.66  -0.75  -5.05
H  3.16  -3.08  -5.87
H  1.55  -4.47  -4.55
H  0.60  -3.53  -2.47
Br  -2.13  0.60  3.62
C  -3.66  1.31  2.75
C  -4.76  1.54  3.53
C  -5.90  2.14  2.96
C  -5.87  2.54  1.65
C  -4.73  2.33  0.85
C  -4.69  2.81  -0.49
C  -3.57  2.62  -1.23
C  -2.48  1.87  -0.72
C  -2.42  1.32  0.56
C  -3.57  1.65  1.36
H  -4.74  1.27  4.57
H  -6.78  2.31  3.57
H  -6.73  3.04  1.21
H  -5.55  3.35  -0.87
H  -3.51  3.03  -2.24
H  -1.67  1.68  -1.41
C  3.97  -3.32  -0.64
As  2.47  -2.77  0.49
C  3.43  -3.02  2.18
C  1.53  -4.50  0.48
H  4.51  -4.15  -0.16
H  4.65  -2.48  -0.79
H  3.62  -3.65  -1.62
H  3.71  -4.07  2.31
H  2.82  -2.70  3.03
H  4.33  -2.41  2.16
H  2.24  -5.31  0.61
H  1.01  -4.62  -0.47
H  0.79  -4.51  1.28
O  0.85  -0.86  2.80
C  -0.10  -1.80  2.91
O  -0.64  -2.27  1.94
C  -0.38  -2.25  4.33
N  0.15  -1.27  5.29
C  0.73  -2.01  6.42
C  1.38  -3.21  5.74
C  0.37  -3.57  4.64
H  -1.46  -2.39  4.41
H  -0.56  -0.61  5.59
H  1.06  -0.60  3.72
H  -0.03  -2.35  7.13
H  1.44  -1.39  6.96
H  1.57  -4.03  6.42
H  2.33  -2.91  5.30
H  -0.34  -4.32  5.00
H  0.85  -3.99  3.76
N  -0.42  0.47  -4.66
C  -1.77  0.26  -4.10
P  -1.78  -1.11  -2.90
O  -1.58  -2.39  -3.62
O  -0.93  -0.73  -1.71
C  -3.51  -1.03  -2.22
N  -3.45  -1.02  -0.72
H  -0.48  0.91  -5.57
H  0.04  -0.42  -4.80
H  0.47  1.67  -3.50
H  -2.51  0.00  -4.87
H  -2.10  1.18  -3.60
H  -4.09  -1.89  -2.55
H  -4.01  -0.11  -2.52
H  -3.44  -1.96  -0.33
H  -4.21  -0.48  -0.30
H  -2.59  -0.52  -0.42

## Properties
Kohn-Sham gap = 6.815 eV
HOMO = -6.70 eV
energy relative to the best compared isomer or geometry (same formula, charge and spin) = 0.0000 eV
net charge = 0

No. 2
DFT (ωB97M-V with the def2-TZVPD basis set) results for a structure of composition C32H42CdN4O in a non-equilibrium geometry.

Atoms and positions in Å:
Cd  -0.72  0.01  0.44
N  0.14  -3.00  3.31
N  0.41  -2.40  -1.24
C  1.30  1.99  -0.46
C  2.52  1.36  -0.10
C  2.60  1.33  1.33
C  3.65  0.64  2.12
H  4.58  0.61  1.54
H  3.35  -0.41  2.29
H  3.83  1.13  3.08
C  1.44  1.94  1.87
C  1.16  2.17  3.33
H  1.38  3.21  3.67
H  1.78  1.47  3.91
H  0.09  1.94  3.53
C  0.57  2.27  0.75
C  -0.60  3.18  0.88
H  -1.28  2.84  1.66
H  -1.12  3.26  -0.08
H  -0.26  4.20  1.14
C  3.60  0.90  -0.99
H  4.48  1.54  -0.88
H  3.31  0.92  -2.04
H  3.92  -0.11  -0.74
C  1.05  2.57  -1.80
H  0.03  2.95  -1.88
H  1.22  1.85  -2.60
H  1.74  3.41  -1.97
C  -0.19  -4.17  3.82
H  0.18  -4.30  4.80
C  -1.03  -5.10  3.19
H  -1.36  -5.95  3.72
C  -1.66  -4.68  1.98
H  -2.41  -5.32  1.49
C  -1.33  -3.43  1.39
H  -1.67  -3.07  0.38
C  -0.30  -2.61  2.03
C  0.27  -1.51  1.42
H  1.41  -1.71  1.05
C  -0.14  -1.20  -1.36
C  0.87  -2.95  -2.39
H  1.29  -3.95  -2.44
C  0.50  -2.08  -3.43
H  0.48  -2.19  -4.50
N  -0.09  -0.95  -2.83
C  -0.18  0.22  -3.61
C  0.81  0.53  -4.60
C  0.56  1.61  -5.48
H  1.30  1.84  -6.29
C  -0.55  2.42  -5.34
C  -0.76  3.68  -6.12
H  -1.32  4.39  -5.51
H  -1.34  3.51  -7.04
H  0.20  4.14  -6.39
C  -1.54  2.06  -4.41
H  -2.45  2.65  -4.39
C  -1.38  0.94  -3.56
C  -2.51  0.50  -2.68
H  -2.70  -0.59  -2.72
H  -3.45  0.99  -2.97
H  -2.29  0.79  -1.64
C  2.12  -0.18  -4.79
H  2.07  -1.22  -5.14
H  2.73  -0.12  -3.89
H  2.63  0.37  -5.60
C  -2.58  -1.76  5.34
N  -1.63  -1.02  4.41
C  -0.28  -0.72  4.97
C  -2.11  -0.37  3.31
C  -3.43  -0.91  2.79
O  -1.51  0.56  2.73
H  -1.94  -2.00  6.24
H  -2.92  -2.75  4.91
H  -3.41  -1.06  5.63
H  0.52  -1.22  4.37
H  -0.14  0.37  5.13
H  -0.31  -1.17  6.00
H  -3.93  -0.05  2.31
H  -3.17  -1.75  2.09
H  -4.11  -1.32  3.58

## Properties
Kohn-Sham gap (spin up / spin down) = 2.403 / 4.752 eV
HOMO (spin up / spin down) = 2.15 / -0.23 eV
net charge = -2

No. 3
DFT (ωB97M-V with the def2-TZVPD basis set) results for a structure of composition C32H42CeFN3O3S3 in a non-equilibrium geometry.

Atoms and positions in Å:
Ce  0.33  -0.28  -3.06
C  -3.55  0.74  -2.80
C  -3.44  -0.71  -3.25
S  -2.23  -1.09  -4.57
C  -2.77  0.02  -5.92
C  -1.63  0.85  -6.50
S  -0.67  1.83  -5.29
C  -1.95  2.96  -4.62
C  -1.95  3.06  -3.11
S  -1.99  1.49  -2.18
H  -4.26  0.78  -1.97
H  -3.93  1.39  -3.59
H  -4.41  -1.04  -3.60
H  -3.12  -1.35  -2.44
H  -3.58  0.64  -5.54
H  -3.17  -0.61  -6.71
H  -2.00  1.53  -7.26
H  -0.88  0.20  -6.96
H  -2.91  2.63  -5.01
H  -1.75  3.95  -5.04
H  -2.80  3.66  -2.79
H  -1.04  3.55  -2.75
C  3.77  -0.74  -1.21
C  3.19  0.04  -2.35
C  3.16  -0.51  -3.64
C  2.72  0.24  -4.75
C  2.74  -0.36  -6.13
C  2.36  1.57  -4.54
C  2.36  2.14  -3.26
C  2.08  3.61  -3.08
C  2.74  1.35  -2.17
H  3.62  -1.81  -1.35
H  3.33  -0.43  -0.26
H  4.84  -0.56  -1.15
H  3.57  -1.50  -3.80
H  2.32  -1.36  -6.13
H  3.77  -0.44  -6.48
H  2.20  0.26  -6.84
H  2.14  2.20  -5.39
H  1.53  3.80  -2.16
H  1.53  4.01  -3.93
H  3.03  4.15  -3.02
H  2.82  1.81  -1.19
F  -0.81  2.42  3.63
C  -0.42  1.18  3.29
C  -0.23  0.91  1.97
C  0.05  -0.40  1.56
C  0.26  -0.69  0.17
O  0.32  0.20  -0.74
C  0.38  -2.08  -0.16
C  0.46  -3.03  0.82
N  0.36  -2.73  2.12
C  0.52  -3.79  3.11
C  -0.07  -5.14  2.85
C  -0.67  -4.26  3.90
C  0.12  -1.43  2.52
C  -0.02  -1.10  3.88
C  -0.27  0.20  4.31
N  -0.37  0.49  5.66
C  -0.18  1.84  6.19
C  0.47  1.76  7.57
N  -0.37  0.93  8.49
C  -0.55  -0.45  7.92
C  -1.18  -0.34  6.54
C  0.24  -2.22  -1.64
O  1.23  -2.23  -2.42
O  -0.91  -1.94  -2.07
H  -0.35  1.68  1.23
H  0.62  -4.07  0.57
H  1.47  -3.74  3.62
H  0.51  -6.00  3.15
H  -0.65  -5.30  1.96
H  -0.51  -4.51  4.94
H  -1.64  -3.83  3.69
H  0.10  -1.88  4.61
H  -1.13  2.39  6.25
H  0.50  2.40  5.56
H  0.59  2.76  7.99
H  1.45  1.29  7.50
H  -1.29  1.37  8.60
H  0.05  0.88  9.42
H  -1.17  -1.04  8.59
H  0.44  -0.90  7.86
H  -2.19  0.10  6.65
H  -1.31  -1.33  6.13

## Properties
Kohn-Sham gap (spin up / spin down) = 8.358 / 8.447 eV
HOMO (spin up / spin down) = -15.66 / -15.74 eV
energy relative to the best compared isomer or geometry (same formula, charge and spin) = 0.4115 eV
net charge = +3
multiplicity = 2